(1)
Entry from the OMol25 dataset: an isolated ion of composition C20H28N3O4 and charge +1 (wB97M-V/def2-TZVPD).

Summary:
- SMILES: CCOC(=O)c1cnc2ccc(OCC)cc2c1NCC[NH+]1CCOCC1
- Energy relative to the best compared isomer or geometry (same formula, charge and spin): 8.0 kJ/mol
- HOMO energy: -10.9 eV

The geometry in ORCA input format:
```
! RIJCOSX wB97M-V def2-TZVPD def2/J DEFGRID3
* xyz 1 1
O -2.080 -2.911 -0.066
O -2.511 -0.727 -0.178
O -5.172 2.211 -0.055
O 4.866 1.330 -1.008
N 1.672 -2.598 1.128
N -2.410 1.800 0.505
N -0.167 0.720 -0.761
C -3.717 -3.220 -1.848
C 2.767 0.478 -0.572
C 1.889 -0.477 -0.038
C 4.138 0.364 -0.422
C 3.834 -1.691 0.805
C 6.284 1.341 -0.909
C -4.778 1.334 0.967
C -0.274 -1.504 0.251
C 0.474 -0.415 -0.168
C -1.717 -1.651 -0.017
C 4.665 -0.736 0.293
C -2.859 2.699 -0.577
C 0.398 -2.572 0.908
C 6.771 1.878 0.431
C -4.224 2.227 -1.089
C 2.438 -1.603 0.647
C -3.437 1.767 1.568
C -1.074 2.118 1.039
C 0.015 1.973 -0.031
C -3.448 -3.230 -0.351
H 6.599 2.009 -1.714
H 6.384 2.881 0.591
H 0.169 0.819 -1.714
H -5.560 1.367 1.726
H -3.531 2.769 1.997
H -3.046 -3.911 -2.353
H -2.332 0.803 0.101
H -2.141 2.674 -1.394
H 7.856 1.919 0.430
H -0.873 1.418 1.853
H -4.687 0.310 0.579
H -0.173 -3.412 1.276
H -2.939 3.715 -0.182
H -3.133 1.067 2.346
H 6.690 0.344 -1.110
H -4.742 -3.527 -2.031
H 0.982 2.039 0.484
H 5.730 -0.842 0.422
H -4.602 2.917 -1.845
H -3.590 -4.228 0.065
H -4.097 -2.516 0.165
H 2.407 1.314 -1.152
H -1.066 3.134 1.441
H 4.224 -2.548 1.330
H -4.119 1.225 -1.529
H -0.041 2.803 -0.736
H 6.445 1.247 1.255
H -3.570 -2.223 -2.257
*
```

(2)
Entry from the OMol25 dataset: C6H8Cl2S2 in the gas phase (wB97M-V/def2-TZVPD).

Summary:
- SMILES: Cl[C@@H]1C[C@@H](Cl)[C@H]2C[C@@H]1SS2
- Energy relative to the best compared isomer or geometry (same formula, charge and spin): 74.2 kJ/mol
- HOMO energy: -8.2 eV

The geometry in ORCA input format:
```
! RIJCOSX wB97M-V def2-TZVPD def2/J DEFGRID3
* xyz 0 1
Cl 1.342 -2.071 1.026
Cl -3.143 0.156 0.456
S 1.364 2.101 -0.057
S -0.710 2.241 -0.432
C -1.488 -0.413 0.022
C -0.857 0.502 -1.017
C 0.634 0.063 -1.427
C 1.468 0.324 -0.190
C 0.962 -0.445 1.130
C -0.595 -0.459 1.343
H -0.847 -1.342 1.894
H 1.067 0.750 -2.156
H 2.585 0.246 -0.309
H -1.405 0.422 -2.001
H -1.529 -1.441 -0.467
H 1.393 -0.038 2.046
H -0.942 0.361 1.958
H 0.701 -0.958 -1.821
*
```

(3)
Entry from the OMol25 dataset: C12H26O6PRuS2 as an isolated structure (wB97M-V/def2-TZVPD).

Summary:
- Energy relative to the best compared isomer or geometry (same formula, charge and spin): 51.9 kJ/mol
- <S²>: 8.76
- HOMO energy (alpha / beta): -15.0 / -15.9 eV

The geometry in ORCA input format:
```
! RIJCOSX wB97M-V def2-TZVPD def2/J DEFGRID3
* xyz 2 6
Ru 0.353 -0.189 0.582
S -0.885 0.559 2.560
S 0.746 -2.217 1.853
P 0.308 -0.867 3.336
O 1.669 -0.305 3.856
O 0.667 1.374 -1.149
O -1.558 -0.085 -0.659
O -0.369 -1.505 4.556
O 2.550 -0.239 -0.232
O 0.485 -1.671 -1.329
C -0.470 1.651 -1.986
C -0.606 -1.665 -2.255
C -1.697 1.236 -1.223
C 2.975 0.977 -0.873
C -0.301 -3.895 5.104
C 0.231 -2.533 5.457
C 2.816 -1.486 -0.908
C 1.928 1.494 -1.822
C -1.828 -1.237 -1.489
C 2.453 0.802 3.340
C 1.773 -1.814 -1.944
C 2.280 2.015 4.212
H 1.830 -1.159 -2.815
H 2.160 1.012 2.310
H 1.314 -2.458 5.386
H 2.134 2.539 -2.056
H -0.373 -0.996 -3.085
H 3.804 -1.455 -1.368
H -1.850 1.894 -0.371
H -2.136 -2.016 -0.798
H -0.078 -4.168 4.072
H -2.581 1.285 -1.858
H 2.857 2.845 3.802
H -2.653 -1.023 -2.167
H 1.888 0.934 -2.757
H -0.356 1.114 -2.927
H 2.825 -2.238 -0.124
H -0.081 -2.209 6.443
H 2.642 1.809 5.218
H -0.532 2.719 -2.205
H -1.377 -3.950 5.261
H 1.921 -2.841 -2.282
H 1.233 2.313 4.270
H -0.770 -2.666 -2.658
H 0.181 -4.627 5.754
H 3.137 1.688 -0.066
H 3.921 0.822 -1.391
H 3.476 0.436 3.320
*
```

(4)
Entry from the OMol25 dataset: C23H39MoN2O3P3 as an isolated structure (wB97M-V/def2-TZVPD).

Summary:
- Energy relative to the best compared isomer or geometry (same formula, charge and spin): 0.0 kJ/mol
- <S²>: 2.05
- HOMO energy (alpha / beta): -18.2 / -18.2 eV

The geometry in ORCA input format:
```
! RIJCOSX wB97M-V def2-TZVPD def2/J DEFGRID3
* xyz 4 3
Mo 0.016 0.309 -1.923
P -1.944 -1.848 -0.422
P -0.902 3.109 -1.110
P 2.675 -0.583 -0.497
O 1.727 -1.945 6.571
O -2.282 1.097 0.497
O 1.411 2.138 0.585
N -0.539 -2.216 6.821
N -0.059 0.274 2.389
C 3.570 -0.840 1.075
C -0.945 -1.039 4.221
C -0.807 -1.003 -3.421
C 0.594 -1.755 6.161
C -1.492 0.542 -0.199
C 1.137 0.238 2.981
C -1.116 4.019 0.450
C 0.313 -1.052 4.853
C -2.714 -2.448 1.105
C 0.938 1.383 -0.193
C 0.588 -1.180 -3.376
C 1.382 -0.436 4.186
C -2.545 3.309 -1.837
C 0.886 1.225 -3.673
C 3.821 0.649 -1.227
C -0.940 -3.284 -0.882
C 1.439 -0.057 -3.492
C 3.022 -2.183 -1.310
C 0.262 4.204 -1.986
C -1.070 -0.335 3.006
C -0.505 1.384 -3.722
C -1.357 0.278 -3.591
C -3.427 -1.705 -1.476
H -2.683 2.624 -2.683
H -1.590 -4.165 -0.978
H -3.364 -1.675 1.532
H 1.010 -2.164 -3.168
H -3.231 -1.846 -2.543
H -3.308 -3.339 0.837
H -1.951 -2.713 1.846
H -0.107 5.231 -1.870
H -0.387 -2.527 7.776
H 1.248 4.104 -1.515
H -1.434 5.039 0.179
H -2.652 4.350 -2.174
H 3.384 1.141 -2.103
H 4.010 1.421 -0.469
H 2.943 -1.393 1.784
H -4.153 -2.449 -1.123
H 3.836 0.128 1.515
H -2.048 -0.224 2.553
H -0.217 -3.450 -0.070
H -0.912 2.369 -3.909
H 3.099 -2.092 -2.398
H -0.369 -3.148 -1.807
H -1.826 -1.518 4.637
H 0.340 3.927 -3.041
H -1.460 -1.869 -3.309
H -3.306 3.083 -1.075
H 2.201 -2.875 -1.073
H -3.854 -0.704 -1.336
H 3.954 -2.586 -0.893
H -1.884 3.530 1.061
H 2.512 -0.206 -3.420
H 2.407 -0.490 4.560
H 1.943 0.757 2.476
H -2.432 0.424 -3.593
H -0.172 4.045 1.009
H 4.489 -1.404 0.857
H 1.528 2.100 -3.728
H 4.766 0.168 -1.502
H -1.466 -1.853 6.594
*
```

(5)
Entry from the OMol25 dataset: CIOS as an isolated structure (wB97M-V/def2-TZVPD).

Summary:
- Energy relative to the best compared isomer or geometry (same formula, charge and spin): 53.5 kJ/mol
- HOMO energy: -3.6 eV

The geometry in ORCA input format:
```
! RIJCOSX wB97M-V def2-TZVPD def2/J DEFGRID3
* xyz -1 1
I 2.610 -0.102 -0.018
S -0.462 -1.652 0.031
O -0.412 1.073 0.090
C -0.159 -0.098 -0.061
*
```

(6)
Entry from the OMol25 dataset: C9H11N3OS2 as an isolated structure (wB97M-V/def2-TZVPD).

Summary:
- Energy relative to the best compared isomer or geometry (same formula, charge and spin): 0.0 kJ/mol
- HOMO energy: -8.1 eV

The geometry in ORCA input format:
```
! RIJCOSX wB97M-V def2-TZVPD def2/J DEFGRID3
* xyz 0 1
S 0.775 3.819 -0.709
S 2.847 -1.968 0.927
O 3.709 0.861 0.760
N -0.260 2.633 -0.978
N 2.021 3.006 -0.115
N -1.511 0.068 -1.223
C 1.875 -0.624 0.271
C 0.344 1.502 -0.603
C -2.633 0.295 1.030
C -0.222 0.197 -0.667
C -0.038 -2.238 -0.332
C 0.534 -0.854 -0.243
C -2.589 -0.385 -0.333
C 1.658 1.718 -0.104
C 2.435 0.616 0.344
H -3.522 -0.193 -0.861
H -2.541 -1.466 -0.205
H -0.843 -2.372 0.392
H 0.711 -2.990 -0.110
H 3.810 0.556 1.670
H -0.432 -2.426 -1.330
H 3.636 -2.140 -0.140
H -1.772 0.985 -1.565
H -2.569 1.378 0.925
H -3.586 0.071 1.511
H -1.838 -0.050 1.688
*
```

(7)
Entry from the OMol25 dataset: C23H64AlF2N7O14S2 as an isolated structure (wB97M-V/def2-TZVPD).

Summary:
- Energy relative to the best compared isomer or geometry (same formula, charge and spin): 879.8 kJ/mol
- HOMO energy: -8.9 eV

The geometry in ORCA input format:
```
! RIJCOSX wB97M-V def2-TZVPD def2/J DEFGRID3
* xyz 0 1
S -1.194 -0.942 0.480
S -0.327 0.994 -0.506
Al 4.613 0.795 3.745
F 0.857 1.980 -0.031
F -0.253 -2.224 0.735
O 0.055 0.678 -1.875
O 3.675 8.653 2.781
O -1.487 1.829 -0.135
O 6.561 -0.035 -1.381
O -2.039 -0.898 1.683
O 5.166 7.607 -4.704
O 0.625 4.136 5.897
O -10.722 -1.109 -5.367
O 4.705 6.777 2.288
O 3.831 -1.666 8.578
O 4.854 8.387 0.957
O -7.879 4.448 3.927
O 3.551 -9.443 -3.677
O -1.799 -1.348 -0.824
N 8.511 1.600 -0.014
N -6.682 5.474 0.515
N 6.006 -9.400 -5.303
N 4.429 7.936 2.057
N 1.439 -2.299 6.986
N -7.288 -0.035 -4.102
N 0.193 0.061 0.518
C -8.249 6.634 1.868
C 7.906 2.034 -1.259
C -7.047 5.653 1.914
C 5.104 -10.497 -5.319
C 7.502 0.779 -2.037
C 2.336 -8.723 -3.446
C 5.992 -1.082 -2.162
C 9.028 2.721 -2.148
C -9.107 -0.822 -2.865
C 1.370 -2.117 8.410
C -9.467 -0.484 -5.391
C 0.184 -2.854 8.941
C 3.286 7.669 -6.097
C 3.824 7.120 -4.808
C -7.989 3.197 4.636
C -0.731 3.891 5.744
C 3.700 -9.996 -4.938
C -8.522 -0.948 -4.205
C -7.341 4.332 2.661
C -11.916 -0.407 -5.788
C 2.781 -2.537 8.973
C 5.042 -1.970 9.166
C 5.635 -11.546 -4.349
H 3.062 -3.549 8.679
H 3.266 7.542 -3.972
H -7.981 7.541 1.326
H -11.782 -0.358 -6.869
H 5.382 7.987 -3.850
H -6.495 -0.542 -3.737
H -9.074 -0.699 -6.385
H -8.403 -1.083 -2.075
H 3.061 -10.876 -5.015
H 6.749 -1.443 -2.858
H 1.171 -1.054 8.549
H 9.231 0.945 -0.282
H -10.023 -1.393 -2.713
H -0.868 2.810 5.757
H 3.974 7.463 -6.917
H 1.560 -3.282 6.788
H 5.532 -2.926 8.976
H 2.127 -8.647 -2.379
H 7.071 0.951 -3.023
H -9.459 0.202 -2.744
H -5.864 4.882 0.547
H 3.415 -9.181 -5.605
H 0.462 -2.125 6.802
H -1.172 4.162 4.784
H 5.791 -11.361 -3.287
H -7.813 3.726 1.887
H 1.490 -9.083 -4.031
H -1.383 4.452 6.413
H -6.943 0.074 -5.044
H 9.788 1.973 -2.373
H 8.625 3.243 -3.015
H 2.692 -2.438 10.054
H -6.421 6.265 2.563
H 0.312 -3.925 9.099
H -12.750 -1.064 -5.541
H -9.517 0.605 -5.390
H -0.124 -2.601 9.955
H -7.084 2.998 5.210
H 4.784 -1.823 10.214
H -8.328 2.449 3.919
H -8.250 -1.964 -4.491
H -7.399 4.843 0.187
H -8.515 6.910 2.888
H 8.963 2.428 0.348
H 6.036 -9.080 -4.346
H 2.324 7.170 -6.208
H 5.025 -12.450 -4.338
H -6.399 3.810 2.829
H 8.353 0.182 -2.367
H 7.096 2.757 -1.164
H -12.163 0.579 -5.394
H 6.635 -11.798 -4.703
H 5.667 -1.126 8.875
H 5.776 -2.027 -1.663
H 3.855 6.050 -4.600
H -9.121 6.307 1.301
H 5.030 -10.956 -6.305
H 2.480 -7.691 -3.768
H -0.717 -2.806 8.330
H 5.580 -8.655 -5.835
H 5.129 -0.747 -2.738
H -8.746 3.219 5.420
H 9.461 3.501 -1.521
H 3.119 8.724 -5.880
*
```

(8)
Entry from the OMol25 dataset: C4H7NO2 in the gas phase (wB97M-V/def2-TZVPD).

Summary:
- SMILES: [H]/N=C(\C)OCC=O
- Energy relative to the best compared isomer or geometry (same formula, charge and spin): 190.4 kJ/mol
- HOMO energy: -9.8 eV

The geometry in ORCA input format:
```
! RIJCOSX wB97M-V def2-TZVPD def2/J DEFGRID3
* xyz 0 1
O 0.131 -0.829 0.860
O 1.595 0.915 -1.275
N -0.583 1.277 1.360
C -1.665 -0.024 -0.487
C -0.696 0.252 0.637
C 1.507 -0.606 0.579
C 1.608 -0.230 -0.896
H 1.600 -1.068 -1.625
H -1.250 -0.793 -1.143
H -1.274 1.975 1.089
H -1.854 0.879 -1.073
H 1.928 0.194 1.197
H 1.998 -1.562 0.780
H -2.613 -0.401 -0.089
*
```

(9)
Entry from the OMol25 dataset: C6H6N as an isolated structure (wB97M-V/def2-TZVPD).

Summary:
- Energy relative to the best compared isomer or geometry (same formula, charge and spin): 352.3 kJ/mol
- HOMO energy (alpha / beta): -13.6 / -13.5 eV

The geometry in ORCA input format:
```
! RIJCOSX wB97M-V def2-TZVPD def2/J DEFGRID3
* xyz 1 1
N 0.194 1.439 0.037
C 2.046 -0.197 0.056
C -0.416 -1.148 -0.072
C 1.266 0.960 0.267
C -1.075 1.250 -0.241
C 0.842 -0.944 -0.181
C -1.521 -0.093 0.303
H 2.577 -0.047 -0.838
H -0.824 -2.037 -0.529
H -1.521 1.839 -0.956
H -2.436 -0.384 -0.100
H 2.636 -0.518 0.801
H -1.765 -0.119 1.453
*
```

(10)
Entry from the OMol25 dataset: a 9-piece molecular cluster, C65H52Br2N2O16 overall (wB97M-V/def2-TZVPD).

Summary:
- SMILES: CCCCCCc1ccc2nccnc2c1/C(Br)=C(\C)Br.O=C1C=CC(=O)C=C1.O=C1C=CC(=O)C=C1.O=C1C=CC(=O)C=C1.O=C1C=CC(=O)C=C1.O=C1C=CC(=O)C=C1.O=C1C=CC(=O)C=C1.O=C1C=CC(=O)C=C1.O=C1C=CC(=O)C=C1
- Energy relative to the best compared isomer or geometry (same formula, charge and spin): 21.1 kJ/mol
- HOMO energy: -8.8 eV

The geometry in ORCA input format:
```
! RIJCOSX wB97M-V def2-TZVPD def2/J DEFGRID3
* xyz 0 1
Br -1.576 -1.005 -6.517
Br -1.578 1.805 -4.785
O 9.610 -5.018 -3.048
O -2.731 8.001 -1.662
O 3.458 4.996 5.364
O 3.412 -6.279 1.170
O 5.742 2.964 1.411
O -6.299 8.370 -5.556
O -5.040 7.427 0.982
O -2.357 -9.909 1.369
O 0.310 -8.212 1.954
O -6.478 12.449 1.849
O -0.420 3.907 8.803
O 5.131 -7.836 -2.916
O 0.899 -8.660 7.198
O 1.322 -9.435 -2.410
O 0.534 3.664 2.046
O 0.805 -4.696 -3.159
N 1.353 -0.284 -3.063
N 2.006 -0.684 -0.320
C 0.400 -0.195 -2.095
C -1.939 0.218 -1.516
C 0.305 -10.810 -0.793
C 0.193 4.266 6.559
C -6.392 8.921 2.195
C -3.012 2.962 -0.938
C 1.165 4.541 5.693
C -3.544 8.085 -2.559
C 2.561 -0.532 -2.646
C -0.437 -8.425 -1.215
C 2.565 4.748 6.147
C 7.603 -5.601 -4.129
C -1.243 0.136 -3.937
C -3.764 2.016 -1.877
C -0.917 -2.328 -4.065
C 2.836 4.635 7.602
C 1.729 3.507 1.889
C 3.574 2.105 1.095
C -5.790 7.575 -3.399
C -1.225 -0.986 -4.652
C 2.035 -4.656 0.165
C 7.139 -7.255 -1.836
C -4.128 8.883 -4.803
C -5.364 8.579 1.180
C 2.876 -0.736 -1.290
C -4.890 7.486 -2.423
C -1.575 0.015 -0.155
C 0.759 -8.559 5.999
C -4.753 9.698 0.417
C 0.736 -0.386 -0.739
C 2.196 -6.321 -2.166
C 1.864 4.361 8.467
C -0.638 -8.913 4.008
C 6.158 -7.193 -2.947
C 4.008 4.352 2.193
C -1.637 4.834 -1.968
C -6.755 10.182 2.412
C 0.427 -8.325 3.160
C -1.517 -9.797 0.500
C 2.819 -5.918 0.174
C 2.265 2.282 1.248
C -6.147 11.301 1.650
C -3.230 8.791 -3.826
C 6.478 -6.311 -4.097
C 1.410 -5.065 -2.173
C 8.586 -5.663 -3.018
C -3.031 4.421 -1.494
C 2.699 4.528 2.346
C 1.822 -7.970 5.146
C -1.358 -8.539 -0.266
C 4.549 3.127 1.553
C 0.465 4.155 8.015
C -0.291 -0.288 0.224
C -5.119 10.959 0.635
C -3.393 0.524 -1.767
C -0.617 -10.926 0.157
C 1.382 -4.261 -0.924
C -0.957 0.084 -2.481
C -0.650 5.037 -0.823
C -5.482 8.284 -4.667
C 0.471 -9.545 -1.552
C 8.264 -6.546 -1.867
C -0.481 -9.020 5.325
C 1.668 -7.861 3.830
C 2.848 -6.717 -1.076
H -1.535 -9.243 3.501
H 3.862 4.789 7.911
H -3.714 2.351 -2.902
H -3.679 0.022 -2.693
H -0.303 -7.508 -1.774
H -3.675 4.473 -2.370
H 0.979 4.623 4.630
H -6.779 7.141 -3.320
H -7.504 10.453 3.146
H 2.429 -7.435 3.186
H 8.992 -6.575 -1.068
H 3.423 -7.634 -1.051
H -1.357 -3.110 -4.672
H -3.923 9.392 -5.736
H 2.285 5.413 2.810
H 0.158 -2.466 -4.110
H -3.376 5.107 -0.725
H 3.352 -0.597 -3.379
H -0.052 -0.450 1.264
H -6.823 8.090 2.739
H -3.517 2.998 0.022
H 4.734 5.082 2.526
H -5.094 6.975 -1.489
H -1.970 2.688 -0.819
H 2.202 -6.896 -3.083
H -0.753 -11.837 0.726
H 7.857 -4.951 -4.957
H -2.021 -7.726 0.000
H 0.803 -3.345 -0.953
H -2.344 0.095 0.599
H -1.680 5.769 -2.524
H -1.041 5.738 -0.088
H -1.243 -9.444 5.966
H 3.987 1.217 0.634
H 1.539 1.553 0.922
H 3.900 -0.974 -1.032
H 2.040 4.275 9.532
H -1.235 4.089 -2.651
H -1.237 -2.379 -3.032
H -2.239 9.220 -3.905
H 0.272 5.460 -1.216
H -0.832 4.111 6.250
H 5.748 -6.281 -4.896
H 6.884 -7.904 -1.007
H 2.718 -7.638 5.656
H -0.441 4.108 -0.305
H -4.818 2.084 -1.609
H 2.027 -4.086 1.086
H -4.006 9.429 -0.316
H -3.965 0.047 -0.977
H 0.977 -11.618 -1.055
H -4.690 11.790 0.091
*
```